DFT (wB97M-V/def2-TZVPD) results for C7H12 in the gas phase.

## Properties
* HOMO-LUMO gap: 0.3792 Eh
* E_HOMO: -9.12 eV
* electronic energy: -273.9038 hartree
* ΔE to the lowest compared entry with this formula, charge and spin: 12.6 kJ/mol

Each atom is followed by the atoms it is bonded to, with distances in Å.
CARTESIAN COORDINATES (ANGSTROEM)
1 C 0.925 -0.213 -1.972  C2 1.533, H8 1.097, H9 1.096, H10 1.099
2 C 1.200 -0.431 -0.480  C1 1.533, C3 1.551, C7 1.510, H11 1.100
3 C 0.736 0.777 0.375  C2 1.551, C4 1.553, H12 1.096, H13 1.099
4 C -0.481 0.306 1.216  C3 1.553, C5 1.532, C6 1.511, H14 1.100
5 C -1.784 1.005 0.814  C4 1.532, H15 1.097, H16 1.096, H17 1.096
6 C -0.511 -1.184 0.968  C4 1.511, C7 1.330, H18 1.087
7 C 0.397 -1.579 0.082  C2 1.510, C6 1.330, H19 1.088
8 H -0.150 -0.058 -2.134  C1 1.097
9 H 1.441 0.687 -2.323  C1 1.096
10 H 1.257 -1.067 -2.578  C1 1.099
11 H 2.278 -0.609 -0.354  C2 1.100
12 H 1.548 1.129 1.021  C3 1.096
13 H 0.458 1.622 -0.271  C3 1.099
14 H -0.307 0.500 2.284  C4 1.100
15 H -2.001 0.840 -0.249  C5 1.097
16 H -1.706 2.087 0.976  C5 1.096
17 H -2.636 0.636 1.396  C5 1.096
18 H -1.218 -1.841 1.469  C6 1.087
19 H 0.553 -2.607 -0.241  C7 1.088